An isolated molecule of C18H22N4O3S, computed with ωB97M-V with the def2-TZVPD basis set.

```
! wB97M-V def2-TZVPD RIJCOSX def2/J DEFGRID3
* xyz 0 1
C 1.8852 0.9009 -3.8496
H 1.6785 0.9260 -4.9248
O 2.5945 -0.2720 -3.5033
C 1.8901 -1.4471 -3.7323
C 2.3276 -2.2601 -4.7640
C 1.6709 -3.4381 -5.0720
C 0.5509 -3.7900 -4.3432
C 0.1198 -2.9989 -3.2944
C 0.7844 -1.8226 -2.9425
N 0.3598 -0.9924 -1.9017
C 1.3388 -0.5884 -0.9095
H 1.0284 0.3753 -0.4915
C 1.4012 -1.6207 0.2292
N 0.0920 -1.7227 0.8351
C -0.3275 -1.0664 1.9383
O -1.4930 -1.0278 2.2740
C 0.7666 -0.4140 2.7835
H 1.3814 0.2677 2.1995
H 1.3786 -1.1628 3.2855
S -0.0250 0.5689 4.0807
C -0.7677 1.7796 3.0615
N -0.4110 1.8854 1.8231
C -1.0026 2.8635 1.0791
C -1.9308 3.7111 1.5959
C -2.3396 3.6165 2.9722
O -3.1437 4.3046 3.5597
N -1.6738 2.5806 3.6552
H -1.9205 2.4390 4.6280
H -2.3911 4.4801 0.9979
C -0.5475 2.9388 -0.3432
H -0.9403 2.0907 -0.9029
H -0.8957 3.8554 -0.8093
H 0.5389 2.8969 -0.3878
C -0.9033 -2.1771 -0.1192
C -0.9398 -1.1896 -1.2963
H -1.2648 -0.2195 -0.9015
H -1.6576 -1.5060 -2.0527
H -0.6286 -3.1814 -0.4533
H -1.8704 -2.2077 0.3835
H 1.6590 -2.6018 -0.1859
H 2.1570 -1.3487 0.9624
H 2.3169 -0.4825 -1.3749
H -0.7470 -3.3169 -2.7371
H 0.0111 -4.6952 -4.5783
H 2.0209 -4.0605 -5.8805
H 3.1891 -1.9393 -5.3298
H 0.9412 0.9772 -3.3028
H 2.5325 1.7352 -3.5853
*
```

Computed properties:
HOMO: -8.00 eV
strongest force on any atom: 0.73 eV Å⁻¹
structure (SMILES): COc1ccccc1N1CCN(C(=O)CSc2nc(C)cc(=O)[nH]2)CC1
relative energy (zero: lowest compared OMol25 entry of this formula, charge and spin): 123.1 kJ/mol
frontier orbital gap: 8.5 eV